92
Properties=species:S:1:pos:R:3:forces:R:3 method="wB97M-V/def2-TZVPD" charge=-1 e_lumo_ev=-0.45
C -0.467 0.947 -4.715 0.9 0.6 -0.8
C 0.926 0.036 -4.749 -1.2 -0.3 -1.5
C 0.483 -1.535 -4.824 1.2 -0.6 -0.6
C 2.017 0.429 -3.607 0.2 0.5 0.3
C 2.309 -0.670 -2.446 1.0 -2.2 3.8
N 2.550 -2.159 -2.420 0.0 1.8 1.7
C 2.836 -2.830 -1.062 -1.3 9.2 0.4
C 2.780 -1.468 -0.139 0.1 -3.6 -2.9
C 3.090 -1.627 1.470 1.0 0.4 -0.4
N 2.098 -2.517 2.203 0.9 -0.1 -1.8
N 2.458 -0.249 -0.982 0.3 -4.4 -1.5
C 2.382 1.109 -0.321 1.3 0.7 1.2
C 1.230 1.258 0.837 -0.9 1.4 -2.1
C 0.351 2.630 0.469 -0.5 -0.4 1.8
F 1.876 1.569 2.163 -1.6 -0.3 -6.0
H -0.825 1.212 -3.632 0.6 -0.6 -1.9
H -0.195 1.942 -5.316 -0.8 -2.0 1.5
H -1.311 0.426 -5.377 2.0 1.1 1.8
H 1.426 0.294 -5.802 -1.2 -0.8 2.2
H 1.464 -2.141 -5.137 -2.1 1.1 0.6
H -0.280 -1.727 -5.722 1.7 0.7 2.1
H 0.096 -1.998 -3.811 0.5 1.1 -2.0
H 3.045 0.761 -4.115 -2.1 -1.1 1.2
H 1.622 1.414 -3.060 0.9 -2.3 -0.9
H 2.542 -2.768 -3.294 -0.2 1.5 1.3
H 3.053 -3.949 -0.805 -0.6 2.4 -0.7
H 3.260 -0.575 1.989 -0.5 -2.3 -1.0
H 4.146 -2.178 1.546 -2.4 1.4 -0.2
H 1.121 -2.381 1.859 1.3 -0.3 0.2
H 2.409 -3.501 1.952 -1.0 1.6 0.6
H 2.258 2.015 -1.052 0.2 -2.2 1.1
H 3.433 1.274 0.221 -2.3 -0.3 -1.2
H 0.525 0.298 0.918 1.9 2.1 0.2
H 0.005 2.666 -0.650 0.8 -0.2 2.2
H 0.937 3.614 0.807 -1.0 -2.3 -1.1
H -0.609 2.597 1.170 1.9 0.2 -1.7
O -0.625 0.828 -7.736 -4.9 4.2 3.6
H -0.840 1.737 -7.994 -0.4 1.0 -0.2
H -1.488 0.426 -7.554 -0.8 -0.2 0.1
C 4.060 -7.358 -1.454 -0.3 -1.2 0.3
Br 3.603 -5.539 -1.971 0.4 -0.9 -0.5
Br 2.493 -8.367 -0.895 0.7 3.0 0.4
Br 5.054 -8.279 -2.849 -0.1 0.4 0.2
H 4.721 -7.286 -0.584 -0.3 0.1 -0.5
Cl 1.873 -9.377 -3.261 -0.6 -0.9 -2.2
C 1.315 4.603 -7.889 0.1 0.0 0.0
C 0.700 5.992 -8.022 0.4 -0.2 -0.1
C -0.798 6.012 -7.708 -0.3 -0.6 -0.9
C -1.537 5.101 -8.674 -4.4 -5.0 -5.3
N -2.151 4.345 -9.476 4.9 6.1 6.4
H 0.875 3.896 -8.599 0.0 0.0 0.2
H 2.390 4.642 -8.094 -0.1 0.0 0.1
H 1.176 4.207 -6.877 0.0 0.0 -0.2
H 0.871 6.359 -9.042 -0.1 0.0 0.2
H 1.218 6.677 -7.342 -0.2 0.0 -0.1
H -1.188 7.031 -7.804 -0.1 -0.2 -0.1
H -0.980 5.674 -6.682 -0.1 -0.1 -0.2
Cl 0.689 -0.276 -8.601 6.1 -4.9 -3.4
C -1.341 2.088 4.491 0.3 0.1 0.2
C -1.495 3.063 5.655 -0.1 -0.5 0.4
O -2.067 4.238 5.084 -0.2 -0.3 -1.0
S -3.035 3.807 3.844 -0.8 0.6 -0.2
O -4.396 3.760 4.330 1.9 0.1 -1.0
O -2.642 4.559 2.675 -0.6 -0.9 1.6
O -2.500 2.276 3.680 -0.2 0.6 0.4
H -0.460 2.330 3.888 0.0 0.1 -0.1
H -1.276 1.050 4.828 -0.3 0.1 -0.1
H -0.541 3.293 6.135 -0.2 0.2 -0.1
H -2.195 2.676 6.404 0.3 0.0 -0.1
K 2.095 1.248 4.139 1.4 -1.4 4.4
C -6.024 -1.178 8.109 0.0 0.0 -0.3
C -5.466 -0.079 8.996 0.0 -0.1 0.0
O -4.382 0.633 8.405 0.2 0.1 0.0
C -4.661 1.325 7.191 -0.2 0.0 0.2
C -5.725 2.399 7.336 -0.2 0.0 0.1
H -5.228 -1.861 7.793 -0.1 0.1 0.1
H -6.788 -1.750 8.644 0.1 0.1 0.0
H -6.483 -0.772 7.204 0.0 -0.1 0.1
H -5.077 -0.533 9.913 0.2 0.2 -0.2
H -6.253 0.616 9.305 0.0 0.0 -0.1
H -4.922 0.615 6.400 -0.1 0.0 0.0
H -3.725 1.801 6.883 -0.1 -0.2 0.2
H -6.701 1.968 7.580 0.1 0.0 -0.1
H -5.831 2.961 6.403 0.1 -0.1 0.1
H -5.465 3.095 8.140 0.0 -0.1 -0.1
O 4.900 -1.137 4.700 -1.5 1.3 0.6
H 5.462 -1.581 4.092 0.8 -0.6 -0.8
C 3.130 -10.747 2.532 0.3 0.0 -0.2
Cl 4.573 -11.610 3.090 0.0 0.0 0.2
Cl 3.393 -10.075 0.914 0.0 -1.2 1.8
Cl 1.720 -11.821 2.538 0.1 0.1 0.1
H 2.935 -9.920 3.221 0.1 -0.3 -0.2

=====

78
Properties=species:S:1:pos:R:3:forces:R:3 method="wB97M-V/def2-TZVPD" charge=-2 e_lumo_ev=3.95
Tl -1.201 0.391 -2.173 1.0 -0.4 0.5
C 0.766 -2.134 -0.676 -0.6 -0.3 -0.4
C -0.652 -2.325 -0.741 0.6 0.1 -0.2
C -0.968 -2.808 -2.048 0.3 0.3 0.0
H -1.351 -2.158 0.078 0.1 0.0 -0.2
C 0.247 -2.899 -2.784 0.0 0.0 0.5
C 1.307 -2.490 -1.933 -0.5 -0.3 0.1
H 2.363 -2.474 -2.199 -0.3 0.1 0.1
H 1.332 -1.796 0.194 -0.2 0.1 -0.3
H -1.954 -3.098 -2.406 0.1 0.1 0.1
H 0.356 -3.254 -3.808 0.0 0.1 0.2
C 2.175 1.888 -1.607 0.2 -0.5 -0.4
C 2.799 0.637 -1.892 -0.3 0.8 -0.3
C 2.454 0.268 -3.218 0.0 0.8 -0.1
H 3.428 0.073 -1.207 -0.2 0.0 -0.1
C 1.627 1.292 -3.761 0.4 -0.5 0.5
C 1.426 2.278 -2.752 0.1 -0.2 0.1
H 0.814 3.175 -2.851 0.2 -0.1 0.0
H 2.250 2.437 -0.667 -0.1 -0.2 -0.3
H 2.786 -0.622 -3.749 -0.1 0.2 0.2
H 1.272 1.345 -4.785 0.0 -0.1 0.3
O -1.098 0.903 -4.929 -1.9 0.2 -0.3
C -0.916 0.402 -6.264 -0.2 -0.1 -0.9
C -2.427 0.536 -6.606 0.4 0.2 0.4
C -0.415 -1.032 -6.313 0.2 -0.1 -0.4
C -0.079 1.374 -7.090 0.4 -0.1 -0.4
C -2.526 1.160 -5.220 0.4 -0.1 0.6
H -2.943 -0.422 -6.691 0.0 0.1 -0.1
H -2.660 1.213 -7.432 0.0 -0.2 0.0
H -2.733 2.239 -5.210 0.0 -0.3 0.1
H -3.193 0.614 -4.531 0.3 0.4 0.0
H -0.926 -1.529 -7.151 0.2 0.0 0.1
H -0.626 -1.588 -5.391 0.1 0.3 -0.1
H 0.661 -1.052 -6.527 -0.2 -0.2 0.3
H -0.463 1.397 -8.120 0.2 0.0 0.1
H 0.968 1.053 -7.123 -0.1 0.2 0.1
H -0.106 2.397 -6.689 -0.1 -0.3 0.0
C 3.341 0.440 2.403 0.5 0.3 0.2
Si 1.967 1.133 3.486 -1.2 -0.9 -0.4
C 2.284 0.733 5.303 0.6 0.3 0.3
C 1.878 3.006 3.273 0.3 0.2 0.2
Si 0.013 0.013 2.889 -0.2 0.1 0.8
Te -0.383 1.391 0.918 -0.1 0.1 -2.0
Si -0.021 -2.204 3.647 0.4 1.0 -1.2
C -0.310 -2.120 5.513 -0.1 -0.3 0.2
C -1.358 -3.230 2.819 -0.1 -0.5 0.2
C 1.673 -2.961 3.311 0.1 -0.7 0.3
Si -2.026 1.419 2.993 1.7 -1.1 0.3
C -1.758 1.501 4.881 -1.2 0.8 0.5
C -2.631 3.162 2.556 -0.6 0.3 0.3
C -3.427 0.220 2.615 -0.5 0.0 0.1
H 4.296 0.844 2.772 0.1 -0.1 -0.2
H 3.227 0.744 1.354 -0.1 0.0 0.2
H 3.403 -0.655 2.435 -0.1 0.3 0.0
H 3.204 1.260 5.598 0.0 -0.1 0.3
H 1.472 1.081 5.956 0.1 -0.1 -0.2
H 2.435 -0.340 5.483 0.0 0.2 -0.1
H 1.757 3.306 2.222 0.0 -0.2 0.3
H 1.060 3.458 3.853 0.1 -0.2 -0.1
H 2.827 3.424 3.647 -0.1 0.1 0.0
H -1.321 -1.769 5.754 0.2 0.0 -0.1
H -0.208 -3.135 5.922 0.0 0.1 0.0
H 0.411 -1.477 6.034 -0.1 -0.1 -0.2
H -1.025 -3.597 1.839 -0.1 0.2 0.2
H -1.570 -4.103 3.453 -0.1 0.0 -0.1
H -2.293 -2.672 2.690 0.2 -0.1 0.0
H 1.776 -3.251 2.257 -0.1 0.2 0.2
H 2.506 -2.295 3.573 -0.3 -0.1 0.0
H 1.772 -3.873 3.918 0.2 0.0 -0.1
H -0.850 2.040 5.179 -0.1 -0.1 -0.3
H -2.619 2.061 5.277 -0.1 0.2 0.6
H -1.746 0.524 5.378 0.1 0.1 -0.4
H -2.792 3.301 1.482 0.1 -0.2 0.2
H -3.601 3.310 3.053 0.0 0.2 0.1
H -1.943 3.946 2.899 -0.1 -0.2 0.0
H -3.529 0.027 1.539 0.1 0.1 0.2
H -3.324 -0.742 3.134 0.1 0.3 -0.1
H -4.356 0.693 2.968 0.0 -0.1 -0.1

=====

14
Properties=species:S:1:pos:R:3:forces:R:3 method="wB97M-V/def2-TZVPD" e_above_lowest_kcal_mol=91.1 charge=0 e_lumo_ev=0.36
C -1.818 0.913 -0.250 -2.8 -3.3 1.0
C 0.621 1.087 0.193 1.5 2.5 1.5
C 1.506 -0.075 -0.229 -1.4 1.5 -0.4
C 0.736 -1.270 -0.136 -3.3 -1.6 0.1
H -1.795 1.962 -0.398 -0.7 0.9 -0.7
H 1.112 1.444 1.203 -1.4 -1.0 -1.3
H 0.729 2.049 -0.377 -0.5 -1.3 -0.1
H 1.311 -1.935 0.401 1.3 -1.5 1.7
H 0.493 -1.896 -1.014 0.0 1.0 -0.4
H -1.258 -1.527 0.407 0.3 1.7 0.2
N -0.706 0.518 0.265 2.3 -2.5 0.6
N -0.472 -0.878 0.661 0.4 -0.1 -0.7
O 2.650 -0.052 -0.466 3.1 0.7 -0.7
S -3.107 -0.339 -0.260 1.2 2.9 -0.6

=====

14
Properties=species:S:1:pos:R:3:forces:R:3 method="wB97M-V/def2-TZVPD" e_above_lowest_kcal_mol=33.7 charge=0 e_lumo_ev=0.74
C 0.737 1.573 0.261 -0.5 0.1 0.0
C -0.266 0.369 0.050 -0.6 -0.1 -0.2
C -0.459 0.217 -1.401 0.8 0.6 -0.2
O -0.418 -0.803 -2.013 -0.2 -1.0 -1.3
C 0.075 -0.845 0.932 -0.1 0.2 0.3
O 0.627 -0.682 2.007 -0.1 -0.1 -0.5
N -0.392 -2.049 0.511 0.1 -0.1 -0.1
H 0.215 2.517 0.380 0.0 0.1 0.0
H 1.419 1.456 1.113 -0.7 -0.4 0.0
H 1.428 1.687 -0.601 -0.7 -0.3 0.2
H -1.474 0.385 -0.018 1.9 1.1 2.0
H -0.748 1.214 -1.835 0.2 -0.5 -0.3
H -0.171 -2.849 1.088 0.0 0.2 -0.1
H -0.573 -2.189 -0.474 0.1 0.1 0.1

=====

84
Properties=species:S:1:pos:R:3:forces:R:3 method="wB97M-V/def2-TZVPD" charge=0 e_lumo_ev="-2.50 / -2.61" multiplicity=2 s2=0.85
Ru 0.315 0.960 1.134 -0.3 1.6 -1.3
O -3.462 2.476 2.194 1.4 0.2 0.3
C -2.161 2.154 2.062 -2.1 -3.2 -3.2
O -1.844 1.199 1.288 0.1 2.1 1.9
C -1.207 2.873 2.814 2.9 1.7 2.0
C -1.520 3.914 3.723 -0.5 -1.3 -1.3
C -0.537 4.423 4.520 1.6 -0.1 0.3
C 0.764 3.877 4.449 -1.3 0.4 -0.1
C 1.024 2.895 3.510 -0.1 -0.1 -0.1
N 0.093 2.432 2.674 -1.5 -0.1 0.0
C 2.310 2.120 3.496 0.1 -1.0 -0.3
O 3.407 2.737 3.935 0.3 0.2 0.1
O 2.319 0.962 3.171 0.2 0.9 0.8
H -3.987 1.883 1.638 0.1 -0.1 -0.1
H -2.541 4.260 3.781 -0.1 0.0 0.0
H -0.749 5.210 5.227 -0.1 0.0 0.1
H 1.515 4.178 5.163 0.1 0.1 0.0
H 3.272 3.679 4.106 0.0 -0.1 -0.2
C -3.189 -5.514 3.123 0.0 0.0 -0.3
C -3.013 -5.325 1.614 -0.1 -0.1 -0.1
C -2.362 -6.592 1.043 -0.1 0.1 0.1
C -4.401 -5.133 0.986 0.1 -0.1 0.1
C -2.171 -4.111 1.271 0.2 0.3 0.3
C -1.612 -3.296 2.248 -0.1 -0.3 -0.1
C -0.902 -2.178 1.875 0.1 0.4 -0.9
Br -0.118 -1.063 3.228 0.1 0.2 -0.5
C -0.704 -1.784 0.528 -1.4 -1.7 1.1
O -0.009 -0.763 0.208 1.5 1.5 -0.4
C -1.305 -2.622 -0.475 0.3 0.5 0.5
C -1.982 -3.751 -0.070 0.1 0.0 0.3
C -1.147 -2.219 -1.931 0.1 0.1 -0.2
C -1.892 -3.158 -2.884 0.2 0.2 0.2
C -1.698 -0.798 -2.137 0.1 0.1 0.1
C 0.348 -2.245 -2.270 0.0 0.1 0.0
H -3.860 -6.352 3.301 0.0 -0.1 0.0
H -3.627 -4.630 3.581 -0.1 0.1 0.1
H -2.238 -5.731 3.604 0.1 0.0 0.1
H -2.960 -7.463 1.305 -0.1 -0.2 0.0
H -1.364 -6.722 1.455 0.1 0.0 0.0
H -2.282 -6.551 -0.039 0.0 0.0 -0.2
H -5.047 -5.969 1.237 -0.1 -0.2 0.0
H -4.342 -5.066 -0.096 0.0 0.0 -0.1
H -4.856 -4.220 1.361 -0.1 0.1 0.0
H -1.704 -3.507 3.299 -0.1 -0.1 0.1
H -2.393 -4.394 -0.830 -0.1 -0.1 -0.1
H -2.958 -3.177 -2.660 -0.1 -0.1 0.0
H -1.493 -4.169 -2.832 0.0 -0.2 0.0
H -1.768 -2.799 -3.904 0.0 0.0 -0.1
H -2.741 -0.748 -1.828 -0.2 0.0 0.0
H -1.637 -0.526 -3.189 0.0 0.0 -0.2
H -1.121 -0.065 -1.576 -0.1 0.0 -0.1
H 0.751 -3.244 -2.117 0.1 -0.2 0.0
H 0.887 -1.548 -1.637 0.1 0.0 0.0
H 0.513 -1.952 -3.302 0.0 0.0 -0.3
O 1.341 1.044 -1.303 0.4 -0.3 -0.2
C 2.388 1.006 -0.645 -0.6 0.0 -1.1
O 2.398 0.935 0.617 -0.6 -0.1 1.3
C 3.727 1.064 -1.335 0.1 0.1 0.0
C 3.807 0.792 -2.695 0.2 0.0 -0.2
C 5.050 0.811 -3.326 -0.2 0.3 1.4
C 6.203 1.132 -2.626 0.2 0.0 -0.1
C 6.096 1.444 -1.278 -1.2 -0.3 -0.6
C 4.869 1.404 -0.619 0.2 0.0 -0.1
N 7.294 1.810 -0.552 0.4 0.2 0.2
O 7.160 2.257 0.566 -0.1 0.0 0.2
O 8.358 1.658 -1.115 0.2 0.0 0.0
N 5.155 0.474 -4.730 -0.1 -0.1 -0.6
O 6.250 0.537 -5.247 0.1 0.0 -0.1
O 4.135 0.146 -5.300 0.0 0.0 -0.1
H 2.909 0.566 -3.251 0.0 0.0 0.0
H 7.167 1.128 -3.117 -0.1 0.0 0.0
H 4.798 1.628 0.435 0.0 0.0 0.0
S 0.668 3.572 -0.052 0.4 -1.1 1.4
C -0.451 4.186 -1.222 -0.5 -0.2 -0.3
C -1.796 3.801 -1.241 0.2 0.2 0.0
C -2.683 4.421 -2.100 0.0 0.1 -0.2
C -2.244 5.414 -2.968 0.0 0.0 -0.1
C -0.898 5.757 -2.995 -0.3 0.1 0.0
C -0.007 5.158 -2.130 0.0 -0.4 0.2
H -2.132 3.022 -0.573 0.0 -0.1 0.0
H -3.726 4.138 -2.101 -0.1 -0.1 0.0
H -2.942 5.913 -3.626 0.0 0.0 0.0
H -0.544 6.500 -3.694 0.0 0.1 -0.1
H 1.034 5.437 -2.150 0.2 0.0 0.0

=====

39
Properties=species:S:1:pos:R:3:forces:R:3 method="wB97M-V/def2-TZVPD" e_above_lowest_kcal_mol=17.4 charge=-2 e_lumo_ev="5.02 / 5.04" multiplicity=3 s2=2.38
C -1.407 1.409 -1.532 -1.4 0.6 0.2
C -1.062 2.474 -0.627 -1.2 0.1 0.0
C -1.226 1.996 0.720 -1.3 0.3 -0.3
C -0.770 3.879 -1.047 0.4 0.1 0.1
C -1.741 0.650 0.666 -0.2 0.9 0.0
C -1.936 0.320 -0.714 -2.9 -1.1 -1.4
C -2.564 -0.880 -1.219 -1.7 2.0 2.3
C -1.400 1.509 -3.012 0.0 -0.1 -0.4
C -1.032 2.802 1.961 0.4 0.1 0.1
C -2.165 -0.213 1.806 0.1 -0.2 0.1
W 0.218 0.736 -0.354 4.8 -0.1 0.3
Cl 1.869 2.581 0.004 0.0 -0.1 0.1
Cl 1.928 -0.020 -1.900 0.3 -0.1 -0.2
Cl 1.017 -0.181 1.631 0.7 -0.5 1.1
H -0.142 3.881 -1.940 0.1 0.1 0.1
H -0.235 4.410 -0.261 0.1 0.0 -0.1
H -1.675 4.454 -1.280 -0.1 -0.3 0.1
H -0.065 3.312 1.934 0.0 -0.1 0.0
H -1.055 2.157 2.842 0.1 0.1 -0.1
H -1.803 3.574 2.078 -0.1 -0.1 -0.1
H -1.780 0.154 2.760 0.0 0.0 -0.1
H -1.775 -1.227 1.661 -0.1 0.1 0.1
H -3.261 -0.257 1.870 0.1 0.0 -0.1
H -2.967 -1.544 -0.454 0.2 0.0 -0.2
H -1.445 -1.644 -1.862 1.3 0.1 -0.6
H -3.216 -0.713 -2.071 0.3 -0.2 -0.4
H -0.591 2.175 -3.335 -0.1 -0.2 0.0
H -2.339 1.924 -3.398 -0.1 0.0 0.0
H -1.234 0.508 -3.430 0.0 0.3 0.0
O -0.630 -1.327 -2.409 1.0 -1.4 -0.5
H 0.088 -1.963 -2.224 -0.4 0.2 -0.1
C 1.859 -3.168 0.505 0.0 0.0 -0.1
S 0.216 -3.901 0.507 0.2 0.8 -0.3
O 0.207 -4.755 -0.688 -0.1 -0.1 0.4
O 0.146 -4.593 1.793 -0.2 -0.3 -0.1
O -0.736 -2.777 0.398 0.4 -0.6 0.1
H 2.596 -3.979 0.487 -0.2 0.1 0.0
H 1.985 -2.563 1.403 -0.1 -0.1 -0.2
H 1.972 -2.534 -0.384 0.0 -0.1 0.2

=====

71
Properties=species:S:1:pos:R:3:forces:R:3 method="wB97M-V/def2-TZVPD" e_above_lowest_kcal_mol=0.0 charge=-1 e_lumo_ev=2.22
C -1.549 -1.027 -1.377 -0.1 0.1 0.3
C -1.180 0.456 -1.212 -0.5 0.2 1.1
C -2.322 1.089 -0.378 -1.0 -0.1 0.5
C -2.313 0.721 1.105 0.4 0.2 -0.6
C -0.984 1.144 1.671 0.0 -0.3 0.7
C 0.227 0.476 1.004 -1.0 -0.5 0.7
N 0.065 0.632 -0.453 1.3 1.3 0.3
O 1.269 0.322 -1.169 -0.7 -0.6 0.0
C 0.336 -0.989 1.499 0.3 -1.0 -0.1
C 1.481 1.151 1.636 -0.2 0.1 -1.8
C -1.127 1.249 -2.536 0.6 -1.5 0.5
H -2.495 -1.167 -1.908 0.1 0.0 -0.2
H -1.716 -1.378 -0.359 0.0 -0.3 -0.2
H -0.776 -1.652 -1.820 -0.1 0.0 -0.1
H -3.307 0.755 -0.731 0.2 -0.1 -0.6
H -2.373 2.180 -0.475 0.4 0.0 -0.1
H -2.477 -0.360 1.178 0.1 0.0 0.3
H -3.115 1.194 1.667 -0.1 0.1 -0.2
H -0.990 0.956 2.752 0.3 -0.2 0.0
H -0.869 2.222 1.587 0.0 0.1 -0.2
H 0.225 -1.129 2.578 -0.1 0.5 0.1
H 1.318 -1.420 1.286 0.1 0.3 -0.1
H -0.335 -1.724 1.049 -0.3 0.4 -0.1
H 1.675 2.114 1.159 -0.1 0.1 0.1
H 2.320 0.498 1.404 0.3 0.2 0.4
H 1.322 1.311 2.700 0.0 -0.3 0.1
H -2.104 1.224 -3.016 -0.1 0.4 0.1
H -0.454 0.702 -3.199 0.2 0.5 -0.2
H -0.751 2.235 -2.279 -0.2 0.2 -0.4
O 1.573 -2.692 -0.842 -0.4 -0.1 -0.1
H 2.251 -2.643 -1.522 0.2 0.1 0.2
H 1.175 -1.797 -0.825 0.4 0.1 -0.1
O 0.944 -1.371 -3.788 -0.1 0.2 -0.1
H 0.576 -0.965 -2.981 0.5 0.0 -0.1
H 1.541 -2.047 -3.461 -0.1 0.0 0.0
O 2.284 -4.195 1.475 -0.4 -0.1 0.1
H 2.608 -3.444 1.983 0.0 0.0 -0.1
H 1.802 -3.788 0.730 0.4 0.1 0.0
O 1.502 3.178 -1.303 0.1 -0.2 0.3
H 1.448 2.200 -1.169 0.1 -0.1 -0.1
H 1.009 3.339 -2.118 0.5 0.0 0.0
O -1.211 -3.912 -3.550 -0.1 -0.2 -0.1
H -0.589 -4.576 -3.233 0.0 0.1 0.1
H -1.985 -4.016 -2.986 0.1 0.1 0.1
O -1.495 4.175 3.236 -0.2 0.0 0.3
H -1.456 4.019 2.286 0.3 0.2 -0.1
H -0.606 3.973 3.542 0.0 0.0 -0.1
O -0.847 -3.804 3.053 0.1 -0.1 0.0
H -0.323 -4.202 2.340 0.0 0.0 0.2
H -0.195 -3.527 3.706 0.0 0.0 -0.1
O 3.916 -0.435 -0.249 0.0 -0.2 0.1
H 4.269 0.432 -0.470 -0.1 0.0 -0.2
H 2.996 -0.403 -0.580 0.0 0.3 0.1
O 2.677 0.446 5.425 0.1 0.1 0.0
H 3.534 0.369 4.990 -0.1 0.0 0.0
H 2.262 1.206 5.002 0.0 -0.1 0.0
O -4.929 0.206 2.918 -0.2 -0.2 0.1
H -5.131 -0.293 2.119 0.1 0.1 0.0
H -4.711 -0.463 3.576 0.0 0.1 -0.1
O -0.279 4.344 0.312 0.1 0.2 0.3
H -0.935 3.693 0.042 0.2 -0.1 -0.2
H 0.569 3.993 -0.064 -0.6 0.0 -0.1
O 1.400 3.561 -4.103 -0.4 0.1 -0.3
H 0.520 3.420 -4.476 0.1 -0.1 0.0
H 1.743 4.331 -4.569 0.0 0.0 0.1
O 3.440 0.784 -3.320 0.0 0.0 0.0
H 3.183 0.294 -4.107 -0.1 0.0 0.1
H 2.619 0.834 -2.802 0.0 0.0 0.1
O -1.832 -4.087 0.489 -0.2 0.0 -0.2
H -1.740 -3.333 1.087 0.0 -0.1 0.0
H -2.573 -4.587 0.847 0.1 0.0 0.1

=====

Number 1: molecular weight 998.790 u, E_tot -347504.649 eV. Number 2: molecular weight 795.966 u, E_tot -71193.914 eV. Number 3: molecular weight 130.172 u, E_tot -20105.393 eV. Number 4: molecular weight 101.105 u, E_tot -9845.820 eV. Number 5: molecular weight 872.689 u, E_tot -146240.109 eV. Number 6: molecular weight 537.535 u, E_tot -70135.874 eV. Number 7: molecular weight 408.459 u, E_tot -42283.092 eV.